(1)
A 12-piece molecular cluster, C90H144N12O18 overall, computed with ωB97M-V/def2-TZVPD.

ORCA input file:
```
! RIJCOSX wB97M-V def2-TZVPD def2/J DEFGRID3
* xyz 0 1
O -4.07996 -1.55292 -1.85841
N -5.08773 -1.39311 -2.55844
O -5.08853 -0.61668 -3.43776
C -6.32131 -2.14110 -2.35645
C -6.29074 -3.17976 -1.46312
C -7.44460 -3.92337 -1.23991
C -8.60959 -3.61841 -1.88209
C -8.67932 -2.55294 -2.74633
C -7.49235 -1.82320 -3.00394
H -5.43225 -3.29147 -0.86711
H -7.36210 -4.77253 -0.51370
H -9.52361 -4.24663 -1.75106
H -9.54176 -2.42552 -3.43616
H -7.44122 -1.14714 -3.87063
O -5.03884 4.97423 -1.84782
N -4.57083 3.86317 -2.02596
O -5.21607 2.82918 -1.91661
C -3.17409 3.80226 -2.25943
C -2.58941 2.61632 -2.57708
C -1.21552 2.56578 -2.77016
C -0.46149 3.71656 -2.53431
C -1.06251 4.93177 -2.23392
C -2.43515 4.96734 -2.07269
H -3.16277 1.71260 -2.77345
H -0.66383 1.67074 -2.99342
H 0.65119 3.66678 -2.64737
H -0.45287 5.74276 -1.92178
H -2.88973 5.85923 -1.82124
O -5.01002 3.79164 3.33124
N -5.74363 3.59998 2.35930
O -5.98933 4.47196 1.54472
C -6.31759 2.27610 2.09987
C -6.30408 1.27857 3.02094
C -7.00719 0.10736 2.78458
C -7.61164 -0.11175 1.53564
C -7.61347 0.91418 0.58816
C -6.97351 2.09727 0.88747
H -5.83377 1.48342 3.96398
H -6.90630 -0.59359 3.56450
H -8.11239 -1.05451 1.28385
H -8.13549 0.78205 -0.35349
H -6.82285 2.91335 0.19167
O 0.99778 7.30811 4.26737
N 1.88970 6.72594 3.63879
O 2.38411 7.23436 2.67886
C 2.27887 5.34925 4.05870
C 1.85922 4.97110 5.30880
C 2.19328 3.67159 5.75021
C 2.96939 2.86572 4.92280
C 3.41861 3.32441 3.67224
C 3.13927 4.62157 3.24845
H 1.19759 5.65737 5.88331
H 1.80858 3.25807 6.71134
H 3.34580 1.87906 5.20741
H 4.05390 2.63795 3.09944
H 3.46276 4.95574 2.25161
O -2.73799 9.59970 -2.01930
N -3.27450 8.68919 -1.40577
O -4.30616 8.18683 -1.78213
C -2.64521 8.05439 -0.26576
C -3.47521 7.65119 0.77542
C -2.88515 7.00375 1.83494
C -1.51329 6.75754 1.88954
C -0.68887 7.33500 0.91941
C -1.27672 7.95994 -0.22833
H -4.52939 7.81131 0.78787
H -3.54866 6.52510 2.54938
H -1.07741 6.20748 2.75674
H 0.37981 7.17041 0.97051
H -0.65386 8.42620 -1.04133
O 1.75952 2.65418 0.41612
N 0.69834 3.22719 0.59325
O 0.59345 4.38903 0.76943
C -0.53429 2.43127 0.59455
C -1.72852 3.04483 0.92913
C -2.89557 2.26323 0.71419
C -2.85976 0.94937 0.26547
C -1.62746 0.35923 0.00591
C -0.46772 1.08200 0.31380
H -1.66772 4.11048 1.15511
H -3.89646 2.66132 0.83776
H -3.75227 0.45732 -0.08882
H -1.53422 -0.68228 -0.28913
H 0.51358 0.75606 0.04694
C -1.10423 -1.04895 -4.16318
C -1.72466 -1.61558 -5.39483
C -2.99035 -0.84061 -5.71012
C -0.74855 -1.45758 -6.59898
C -1.18113 -2.24435 -7.86820
C -1.21285 -3.71148 -7.45416
C -2.21668 -3.92598 -6.39542
C -3.60465 -3.79404 -7.00187
C -2.09558 -5.34686 -5.84293
N -1.90903 -3.07478 -5.23188
O -2.90215 -3.33451 -4.22373
H -0.26350 -1.64523 -3.86778
H -0.74014 -0.04026 -4.39969
H -1.85736 -0.90510 -3.36857
H -3.72869 -0.90440 -4.94657
H -2.75709 0.21209 -5.75291
H -3.51253 -1.21356 -6.62113
H -0.67628 -0.39991 -6.88177
H 0.25655 -1.78936 -6.22193
H -2.15271 -1.90709 -8.21384
H -0.45240 -2.11278 -8.67214
H -0.30379 -3.88754 -6.91014
H -1.36709 -4.49557 -8.21771
H -4.38253 -3.81553 -6.24536
H -3.66920 -4.62920 -7.70301
H -3.78852 -2.86306 -7.53763
H -2.82764 -5.59244 -5.04743
H -1.08198 -5.45054 -5.33360
H -2.01326 -6.07286 -6.69333
H -2.41886 -3.87322 -3.56698
C 4.23927 -1.57120 -5.63372
C 4.64627 -0.55897 -4.55546
C 6.03356 -0.00253 -4.89317
C 3.70420 0.66270 -4.57039
C 2.22945 0.38256 -4.10967
C 2.29579 -0.23135 -2.71323
C 3.29447 -1.39110 -2.59024
C 3.60584 -1.67134 -1.12017
C 2.76944 -2.66811 -3.24674
N 4.65629 -0.96311 -3.16258
O 5.53130 -2.05424 -3.08639
H 3.21315 -1.55875 -5.87397
H 4.82492 -1.37728 -6.55440
H 4.47050 -2.62267 -5.37130
H 6.22343 0.58869 -3.99253
H 6.76176 -0.74135 -4.92682
H 5.93532 0.72318 -5.70123
H 4.01648 1.45165 -3.83963
H 3.80722 1.11811 -5.56142
H 1.63506 1.32947 -4.12807
H 1.67595 -0.26321 -4.78468
H 1.28217 -0.53580 -2.38565
H 2.61110 0.54393 -2.00644
H 3.99343 -2.65213 -0.97647
H 2.72820 -1.54671 -0.54243
H 4.39424 -0.94205 -0.77816
H 3.55992 -3.19901 -3.71095
H 2.02732 -2.43562 -4.01613
H 2.34457 -3.35332 -2.53374
H 6.20002 -1.90850 -2.37733
C -0.39385 -6.57339 -0.01263
C -1.35701 -5.45757 -0.38442
C -0.81101 -4.66096 -1.55694
C -2.70960 -6.13636 -0.77548
C -3.44166 -6.59476 0.43757
C -3.76119 -5.41159 1.26543
C -2.47420 -4.66001 1.75116
C -2.78869 -3.32752 2.40568
C -1.74737 -5.49836 2.89047
N -1.60218 -4.50184 0.64367
O -0.47873 -3.78066 0.97590
H -0.32553 -7.36266 -0.76280
H 0.64397 -6.16146 0.08210
H -0.62190 -7.12784 0.89169
H -0.92907 -5.27374 -2.47235
H -1.31996 -3.70886 -1.76409
H 0.27683 -4.55670 -1.46345
H -3.29308 -5.32823 -1.21321
H -2.63058 -6.85494 -1.58752
H -4.36308 -7.17790 0.23095
H -2.86975 -7.35110 0.98510
H -4.41592 -5.59069 2.11269
H -4.22576 -4.71999 0.51106
H -1.88521 -2.76295 2.37581
H -3.10911 -3.47006 3.46966
H -3.54779 -2.71230 1.88661
H -0.86033 -5.01105 3.33845
H -1.44883 -6.43022 2.40990
H -2.43956 -5.75765 3.66648
H 0.14142 -4.35933 1.45503
C 9.10482 3.20425 -1.10922
C 7.75814 2.51446 -0.96872
C 7.61063 1.45671 -2.02568
C 7.66944 1.97225 0.48601
C 6.17213 1.68822 0.89253
C 5.34033 2.92839 0.82579
C 5.46518 3.53471 -0.58599
C 4.56169 2.76618 -1.51380
C 4.85515 4.95347 -0.64039
N 6.82642 3.64366 -1.05889
O 6.88236 4.30659 -2.26061
H 9.88500 2.59687 -1.59438
H 8.99030 4.04098 -1.77099
H 9.53186 3.58350 -0.19223
H 7.50388 2.02332 -2.98065
H 8.52508 0.82150 -2.07887
H 6.74544 0.76335 -1.91880
H 8.34670 1.09514 0.53632
H 8.14654 2.59455 1.22743
H 5.73762 0.99555 0.21379
H 6.27691 1.23661 1.84055
H 5.63472 3.64653 1.59697
H 4.26188 2.64512 1.02761
H 3.53646 2.85853 -1.22667
H 4.89854 1.71850 -1.51406
H 4.53606 3.05618 -2.57421
H 5.52331 5.65519 -0.26235
H 3.93320 4.90345 -0.05719
H 4.49370 5.27550 -1.61051
H 6.24955 3.85476 -2.84044
C 2.00462 -3.06355 4.21742
C 2.50373 -2.05383 3.10792
C 1.29833 -1.44127 2.42165
C 3.38137 -0.84926 3.63087
C 4.76242 -1.28265 4.09872
C 5.46541 -2.02159 2.93649
C 4.69583 -3.25725 2.39530
C 5.37778 -3.75377 1.08659
C 4.67793 -4.44555 3.35288
N 3.31677 -2.66866 2.01628
O 2.49247 -3.67484 1.43952
H 1.88455 -4.04392 3.66134
H 2.62637 -3.32054 5.08533
H 1.04121 -2.83722 4.65471
H 1.57459 -1.01369 1.47802
H 0.46641 -2.11877 2.20158
H 0.90072 -0.67567 3.06120
H 3.45220 -0.10719 2.82371
H 2.83225 -0.35944 4.45193
H 5.41569 -0.44793 4.33958
H 4.69311 -1.97369 4.91665
H 6.50717 -2.29560 3.18235
H 5.51574 -1.31334 2.05100
H 4.88311 -4.60261 0.57387
H 6.34831 -4.10450 1.42497
H 5.50640 -2.91270 0.40611
H 4.19688 -4.30283 4.33246
H 5.75107 -4.62145 3.58425
H 4.29118 -5.33384 2.87089
H 2.28116 -3.21695 0.62583
C -3.97556 0.57152 7.47824
C -2.85835 0.18471 6.52145
C -1.99309 -0.91711 7.06059
C -3.60190 -0.26147 5.24757
C -2.68910 -0.40794 4.06536
C -2.06642 1.00392 3.88375
C -1.25579 1.51240 5.09464
C 0.05036 0.79818 5.19119
C -0.97108 2.99826 4.75622
N -2.20728 1.43839 6.17986
O -1.43220 1.82868 7.33980
H -4.56893 -0.34944 7.50637
H -3.53674 0.76440 8.44528
H -4.59900 1.42560 7.13582
H -1.09663 -0.50017 7.50077
H -2.57066 -1.49376 7.82273
H -1.61410 -1.58024 6.27970
H -4.16430 -1.14582 5.48252
H -4.26866 0.51976 5.08201
H -1.90916 -1.17505 4.06642
H -3.24670 -0.71474 3.16480
H -2.86579 1.73796 3.80394
H -1.41473 1.09955 3.01485
H 0.77480 1.13843 4.39800
H 0.04839 -0.31488 5.01818
H 0.54276 0.94699 6.20022
H -0.18128 2.99456 4.01783
H -0.56266 3.48570 5.65934
H -1.92346 3.39397 4.50479
H -1.79447 2.61535 7.69702
*
```

Output
- orbital gap (eV) = 7.49
- E (Ha) = -5526.244753
- molar mass (g mol⁻¹) = 1682.2
- LUMO (Ha) = -0.0275
- HOMO level (eV) = -8.241


(2)
A 7-piece molecular cluster, C19H38Br12INO6PS overall, computed with ωB97M-V/def2-TZVPD.

ORCA input file:
```
! RIJCOSX wB97M-V def2-TZVPD def2/J DEFGRID3
* xyz -1 1
C -1.71823 -1.16755 0.22154
C -2.16362 -2.54303 0.72249
O -3.15532 -3.08129 -0.19272
C -2.84399 -2.57361 2.07931
C -2.07066 -1.95281 3.23098
O -1.73312 -2.84473 4.24919
P -0.90193 -1.92341 5.49263
O -0.03940 -3.37708 5.91363
C -2.14345 -2.34164 6.91619
O -1.67595 -1.75482 8.13647
O -2.21871 -0.43841 8.20831
O -1.98256 -0.53030 5.04917
C -2.78296 -0.82118 4.03466
I -3.41252 0.90471 2.84137
N -4.10616 -1.47401 4.47255
C -4.83980 -0.81526 5.17647
S -5.75962 -0.18280 6.27101
H -2.44792 -0.75085 -0.46952
H -0.79030 -1.28432 -0.34465
H -1.49500 -0.46270 1.01307
H -1.32495 -3.24164 0.69965
H -2.87516 -2.81592 -1.07297
H -2.99272 -3.62426 2.33164
H -3.83791 -2.14081 1.99667
H -1.15418 -1.50948 2.82969
H -0.19252 -1.15699 6.49608
H 0.15453 -1.49726 4.63513
H -0.45582 -4.07465 5.40235
H -2.21310 -3.40591 7.12943
H -3.15196 -1.95990 6.76876
H -1.45083 0.12715 8.05339
Br 0.73783 0.34066 3.27166
C 2.24395 1.42789 2.66908
C 1.90826 2.29921 1.49043
Br 1.81833 1.27563 -0.16287
H 3.05373 0.73775 2.45386
H 2.51237 2.04411 3.52582
H 2.68886 3.04022 1.32325
H 0.95090 2.79717 1.59444
Br 5.71759 2.18354 -0.94831
C 5.14559 0.55638 -1.84218
C 5.63026 0.49994 -3.26539
Br 4.59969 1.67144 -4.42810
H 4.06443 0.52448 -1.76175
H 5.57546 -0.25834 -1.26368
H 5.49529 -0.49995 -3.67168
H 6.66926 0.79527 -3.36685
Br -1.74003 3.07630 5.29184
C -0.32588 4.20262 4.59844
C -0.85744 5.19209 3.59200
Br -1.26534 4.37828 1.87462
H 0.43163 3.53737 4.19324
H 0.08229 4.73969 5.45264
H -0.11483 5.95855 3.37818
H -1.77631 5.65976 3.92943
Br 0.55400 2.84938 -7.32497
C 2.35208 3.40069 -7.81409
C 2.91711 2.54406 -8.91477
Br 3.47245 0.79941 -8.25234
H 2.95022 3.36270 -6.90942
H 2.26075 4.43203 -8.14688
H 3.81752 3.00128 -9.32322
H 2.20452 2.36516 -9.71364
Br 8.02704 0.58616 -11.64547
C 6.24005 0.99222 -10.99105
C 5.62375 2.15172 -11.72404
Br 6.35897 3.85517 -11.13695
H 6.32564 1.16787 -9.92406
H 5.65949 0.08878 -11.16146
H 4.55895 2.20922 -11.50825
H 5.77384 2.09700 -12.79701
Br -6.30705 -3.22014 2.99694
C -6.95813 -4.82680 2.12783
C -6.62735 -4.82610 0.65762
Br -7.80345 -3.64235 -0.34602
H -8.02511 -4.89011 2.31705
H -6.45134 -5.65081 2.62612
H -6.78343 -5.81415 0.22944
H -5.61058 -4.49768 0.45857
*
```

Output
- orbital gap (eV) = 6.26
- E (Ha) = -33178.305893
- molar mass (g mol⁻¹) = 1525.3
- LUMO (Ha) = 0.0500
- HOMO level (eV) = -4.895


(3)
One molecule with the formula C4H7NO, computed with ωB97M-V/def2-TZVPD.

ORCA input file:
```
! RIJCOSX wB97M-V def2-TZVPD def2/J DEFGRID3
* xyz 0 1
C 0.60336 0.68013 1.18091
N 0.58753 0.47388 -0.26564
C 0.59261 -0.98619 -0.59708
C -0.92251 -0.86491 -0.51953
O -1.75981 -1.50602 0.05324
C -0.79133 0.61750 -0.82615
H 0.20658 1.67614 1.39278
H 0.01304 -0.06128 1.75519
H 1.64051 0.63776 1.51993
H 0.97345 -1.15091 -1.60943
H 1.07120 -1.65984 0.11988
H -1.47341 1.29805 -0.30831
H -0.74120 0.84571 -1.89580
*
```

Output
- orbital gap (eV) = 10.41
- E (Ha) = -286.549395
- molar mass (g mol⁻¹) = 85.1
- LUMO (Ha) = 0.0364
- HOMO level (eV) = -9.418


(4)
One molecule with the formula C4H10N2OS, computed with ωB97M-V/def2-TZVPD.

ORCA input file:
```
! RIJCOSX wB97M-V def2-TZVPD def2/J DEFGRID3
* xyz 0 1
C -0.44898 -2.19453 0.93798
N 0.20055 -1.75551 -0.28308
C 0.49707 -0.49180 -0.65044
O 1.19412 -0.26073 -1.61806
C -0.07111 0.62107 0.24005
N 0.84486 0.78387 1.33951
C -0.31764 1.88410 -0.63561
S -1.37903 1.57256 -2.03306
H 0.19009 -2.05412 1.80662
H -0.62699 -3.25774 0.80785
H -1.40795 -1.68245 1.06243
H 0.65056 -2.44539 -0.87726
H -1.05206 0.32685 0.61840
H 1.81310 0.96414 1.11508
H 0.55835 1.47170 2.01750
H -0.82440 2.61878 -0.00109
H 0.64761 2.35347 -0.83564
H -0.46814 1.54574 -3.01119
*
```

Output
- orbital gap (eV) = 9.62
- E (Ha) = -741.355584
- molar mass (g mol⁻¹) = 134.2
- LUMO (Ha) = 0.0325
- HOMO level (eV) = -8.738